{"formula": "C9H16CaOP", "method": "ωB97M-V/def2-TZVPD", "elements": ["C", "C", "C", "C", "C", "Ca", "P", "H", "H", "H", "H", "H", "H", "H", "H", "C", "C", "C", "O", "C", "H", "H", "H", "H", "H", "H", "H", "H"], "coordinates": [[-0.30058, 0.48573, -2.61800], [0.26140, 1.60952, -3.12842], [0.17163, 2.84619, -2.40949], [-0.80713, 2.98202, -1.37861], [-1.40834, 1.88415, -0.84214], [0.88475, 1.19745, -0.68488], [1.67652, -1.59672, -1.51774], [-0.49175, -0.39619, -3.24443], [0.83640, 1.63207, -4.06688], [0.65367, 3.73269, -2.80721], [-2.31274, 2.00332, -0.22939], [-1.02017, 4.00087, -1.04192], [2.73103, -2.21102, -0.78439], [2.14059, -2.04796, -2.79300], [0.74932, -2.66960, -1.32524], [0.17513, -1.82934, 2.80260], [-1.20603, -1.15927, 2.77490], [-1.23995, -0.34105, 1.49058], [0.18047, -0.17183, 1.05946], [1.06714, -0.93950, 1.94301], [0.54081, -1.94038, 3.82526], [0.09881, -2.82623, 2.35086], [-1.29339, -0.48087, 3.62761], [-2.01517, -1.87720, 2.81681], [-1.77431, -0.81685, 0.65497], [-1.68503, 0.64629, 1.62917], [1.60310, -0.20595, 2.55997], [1.78382, -1.51032, 1.33656]], "forces_ev_per_angstrom": [[-0.752, -0.474, -0.256], [-0.069, 0.548, -0.168], [0.388, 0.604, -0.315], [-0.074, -0.001, -0.466], [-0.434, 0.004, -0.007], [0.735, -0.043, 0.355], [0.437, -0.149, 0.030], [0.135, 0.100, 0.126], [-0.237, -0.048, 0.105], [0.051, -0.038, 0.045], [0.162, -0.121, -0.016], [-0.105, -0.009, -0.004], [-0.121, -0.264, -0.201], [-0.125, 0.147, 0.324], [0.063, 0.077, -0.025], [-0.370, -0.418, -0.438], [0.451, 0.505, 0.094], [0.796, -0.020, -0.709], [-0.825, -1.067, 1.321], [-0.490, 0.659, 0.048], [0.118, -0.003, -0.124], [0.082, 0.123, 0.118], [-0.074, -0.079, 0.001], [-0.174, -0.144, 0.040], [0.273, 0.036, 0.260], [0.295, -0.046, -0.078], [0.075, -0.195, -0.200], [-0.215, 0.317, 0.141]], "fmax_ev_per_a": 1.888, "spin_multiplicity": 1, "homo_ev": [0.14, -2.16], "lumo_energy_ev": [2.93, 3.04], "de_lowest_kcal_mol": 9.0, "total_charge": -1}

---

{"formula": "C6H7F", "method": "ωB97M-V/def2-TZVPD", "elements": ["C", "C", "C", "C", "C", "C", "H", "H", "H", "H", "H", "H", "H", "F"], "coordinates": [[-1.31492, 0.24108, -0.00337], [-0.31901, -0.12515, 1.05522], [0.88131, -1.02794, 0.60741], [1.56646, -0.12091, -0.40881], [0.95542, 1.04494, -0.50074], [-0.29091, 1.11575, 0.42196], [-2.39276, 0.49149, 0.18703], [-0.81754, -0.36002, 2.00767], [0.26726, -1.92122, -0.06708], [1.69625, -1.37536, 1.26625], [2.14636, -0.58817, -1.08884], [1.28515, 1.73685, -1.20977], [-0.48792, 2.00120, 0.78896], [-1.17410, -0.75015, -0.99048]], "forces_ev_per_angstrom": [[-2.478, -3.399, -0.345], [-0.480, -3.799, 4.088], [-2.099, -1.130, -2.865], [-3.328, -0.043, 2.238], [-0.326, -0.656, 1.098], [5.114, 0.847, -4.636], [1.264, -0.635, -0.068], [0.755, 0.579, -0.106], [2.424, 1.905, 2.201], [-1.242, -0.242, 0.459], [2.583, -0.792, -2.035], [-0.107, 1.423, -0.896], [-1.317, 4.343, 1.970], [-0.763, 1.599, -1.104]], "fmax_ev_per_a": 6.954, "spin_multiplicity": 1, "homo_ev": -9.20, "smiles": "F[C@@H]1[C@@H]2C=CC[C@H]12", "lumo_energy_ev": 1.08, "de_lowest_kcal_mol": 61.2}

---

{"formula": "H6O2S", "method": "ωB97M-V/def2-TZVPD", "elements": ["S", "H", "H", "H", "H", "O", "H", "H", "O"], "coordinates": [[0.94077, 0.82234, -1.13125], [1.66165, 1.23945, -2.15679], [0.05113, 1.80443, -1.35350], [-1.84100, 0.45418, -0.32528], [-1.58285, 0.07664, 1.12647], [-2.08156, 0.69559, 0.57525], [1.47031, -2.10063, 1.52312], [0.75438, -1.29846, 0.43674], [0.62717, -1.69354, 1.30524]], "forces_ev_per_angstrom": [[-0.337, 0.263, 0.201], [0.373, -0.045, -0.407], [-0.003, -0.131, 0.212], [-0.114, -0.062, 0.016], [-0.093, 0.088, -0.025], [0.231, -0.122, 0.016], [0.003, 0.014, 0.017], [0.074, -0.032, -0.010], [-0.135, 0.028, -0.020]], "fmax_ev_per_a": 0.554, "spin_multiplicity": 1, "homo_ev": -10.32, "smiles": "O.O.S", "lumo_energy_ev": 0.53, "de_lowest_kcal_mol": 5.1}

---

{"formula": "C29H26ClN7OS3Ti", "method": "ωB97M-V/def2-TZVPD", "elements": ["Ti", "N", "C", "S", "N", "N", "C", "C", "C", "C", "C", "C", "C", "C", "C", "C", "C", "C", "N", "H", "H", "H", "H", "H", "H", "H", "H", "H", "H", "H", "N", "C", "C", "C", "C", "C", "C", "C", "C", "N", "C", "H", "H", "H", "H", "H", "H", "H", "H", "C", "O", "C", "S", "S", "H", "H", "H", "Cl", "C", "C", "C", "C", "N", "C", "H", "H", "H", "H"], "coordinates": [[-0.42281, 0.53521, 0.33154], [0.06456, 1.80250, 4.59140], [0.14183, 1.56286, 3.25552], [-1.32276, 1.80152, 2.34540], [1.30292, 1.16752, 2.80647], [1.29823, 0.85594, 1.47673], [2.45572, 0.57863, 0.93221], [3.75394, 0.66826, 1.64570], [4.68881, 1.62956, 1.27156], [5.91291, 1.71180, 1.91938], [6.21309, 0.83076, 2.94735], [5.28402, -0.12840, 3.32675], [4.05982, -0.20733, 2.68304], [2.39186, 0.09333, -0.43139], [3.52605, -0.19530, -1.20253], [3.37234, -0.62186, -2.50156], [2.08885, -0.78569, -3.02237], [1.01331, -0.53971, -2.20306], [1.15039, -0.09676, -0.94164], [-0.72102, 2.32921, 4.92670], [0.93655, 1.87281, 5.09035], [4.45160, 2.32139, 0.47163], [6.62927, 2.46651, 1.62106], [7.16811, 0.89135, 3.45321], [5.51398, -0.81682, 4.12990], [3.33085, -0.94695, 2.98690], [4.50746, -0.07895, -0.76640], [4.24178, -0.84022, -3.10770], [1.92561, -1.13697, -4.03099], [-0.00559, -0.71573, -2.53362], [-0.76496, -1.42374, 1.37636], [-2.14273, -1.49763, 1.71701], [-2.65829, -2.10113, 2.82819], [-4.05122, -2.19073, 3.02529], [-4.92305, -1.71670, 2.08900], [-4.42564, -1.06614, 0.93599], [-5.25659, -0.56689, -0.09044], [-4.70066, 0.06314, -1.16636], [-3.30866, 0.25769, -1.18491], [-2.51128, -0.16933, -0.23720], [-3.03543, -0.89663, 0.78939], [-0.58160, -2.08617, 0.57647], [-0.16211, -1.71004, 2.13961], [-1.98799, -2.55003, 3.55131], [-4.42104, -2.68137, 3.91578], [-5.99349, -1.82663, 2.20889], [-6.32845, -0.70404, -0.01306], [-5.29960, 0.43023, -1.98742], [-2.84333, 0.79348, -2.00377], [-1.05460, -4.71836, -4.37325], [-0.49143, -4.63322, -3.06897], [-0.84336, -3.62194, -2.25456], [-1.90175, -2.43242, -2.79866], [0.04435, -3.62278, -0.81448], [-0.51079, -5.52128, -4.86514], [-0.93756, -3.77970, -4.91246], [-2.11687, -4.95714, -4.31643], [0.77381, 3.84443, -4.31444], [-0.25777, 3.61007, -2.95117], [-1.46853, 4.27516, -2.85449], [-2.24396, 4.05583, -1.72783], [-1.78480, 3.18226, -0.75954], [-0.63568, 2.51058, -0.87804], [0.12521, 2.73112, -1.95249], [-1.78349, 4.94867, -3.63979], [-3.18890, 4.56269, -1.59251], [-2.33812, 3.01030, 0.15407], [1.05869, 2.18994, -2.02150]], "forces_ev_per_angstrom": [[-0.528, 0.087, 0.806], [0.110, 0.007, 0.058], [-0.136, 0.020, -0.062], [0.074, -0.002, -0.153], [0.086, 0.144, 0.140], [0.117, -0.241, -0.196], [0.071, -0.086, 0.089], [0.035, 0.093, 0.036], [-0.041, -0.017, 0.003], [0.012, 0.004, 0.013], [0.016, 0.018, -0.015], [-0.006, -0.016, 0.017], [-0.002, -0.013, -0.016], [0.217, -0.125, -0.275], [-0.001, 0.031, 0.136], [-0.030, -0.013, -0.035], [-0.005, -0.109, 0.025], [-0.001, -0.021, -0.058], [0.124, 0.416, -0.065], [-0.008, -0.008, -0.003], [-0.012, -0.001, 0.005], [-0.003, -0.005, 0.001], [0.002, -0.005, 0.006], [-0.003, 0.000, -0.003], [-0.004, 0.002, -0.004], [-0.004, 0.001, -0.004], [0.001, 0.008, -0.005], [0.003, 0.008, 0.004], [-0.010, -0.012, 0.007], [0.024, -0.016, -0.030], [-0.035, 0.092, -0.221], [-0.229, 0.078, -0.017], [0.269, -0.073, -0.036], [-0.121, 0.002, -0.028], [0.008, -0.025, 0.054], [0.031, -0.007, 0.032], [0.020, 0.017, -0.016], [0.043, -0.011, 0.016], [-0.047, 0.046, 0.003], [0.298, 0.077, -0.044], [-0.237, -0.126, -0.090], [0.031, -0.062, 0.058], [-0.039, 0.076, 0.054], [0.008, 0.003, -0.007], [-0.012, 0.008, -0.004], [0.012, -0.013, 0.022], [0.000, 0.003, -0.012], [-0.014, -0.008, 0.009], [-0.001, 0.014, -0.005], [-0.067, -0.059, 0.025], [-0.091, -0.143, 0.072], [0.559, 0.397, -0.379], [-0.331, -0.058, 0.114], [-0.100, -0.115, 0.169], [-0.006, -0.020, 0.007], [0.023, -0.011, -0.009], [-0.004, 0.025, -0.028], [0.031, 0.010, -0.033], [-0.048, 0.016, 0.040], [0.020, -0.011, -0.022], [0.097, 0.074, 0.008], [0.008, 0.061, 0.085], [-0.081, -0.442, -0.196], [-0.047, 0.093, 0.019], [-0.002, 0.003, 0.005], [0.005, 0.003, -0.010], [-0.047, -0.049, -0.029], [-0.003, -0.015, -0.028]], "fmax_ev_per_a": 0.967, "spin_multiplicity": 3, "homo_ev": [-6.17, -6.76], "lumo_energy_ev": [-0.43, -0.40], "de_lowest_kcal_mol": 9.4}

---

| no. | total energy (hartree) |
| --- | --- |
| 1 | -1446.5007 |
| 2 | -332.5520 |
| 3 | -552.2461 |
| 4 | -4083.5705 |